(1)
Density functional theory data (ωB97M-V/def2-TZVPD) for a molecular structure, C33H41F5N7O2RbSb2 in a non-equilibrium geometry.

Results
- E_HOMO: -0.271 Eh
- Multiplicity: 1
- Maximum force: 2.0 eV/Å
- Kohn-Sham gap: 0.259 Ha

Each line ends with the natural charge from an NBO analysis.
Atoms and positions in Å:
Rb 1.04 1.55 -1.59  0.86
C -0.66 -1.02 -1.27  -0.78
C -1.38 -0.18 -2.32  -0.43
C -2.57 0.59 -1.73  -0.74
Sb -2.02 1.73 0.06  1.08
C -3.96 2.66 0.18  -0.36
C -4.55 3.26 -0.93  -0.17
C -5.79 3.88 -0.82  -0.23
C -6.44 3.92 0.40  -0.21
C -5.85 3.35 1.52  -0.21
C -4.61 2.72 1.40  -0.23
C -2.60 0.10 1.37  -0.37
C -1.69 -0.37 2.32  -0.19
C -2.02 -1.44 3.14  -0.23
C -3.25 -2.06 3.02  -0.22
C -4.16 -1.59 2.08  -0.22
C -3.84 -0.52 1.27  -0.23
Sb 1.12 -1.97 -2.04  1.11
C -0.05 -3.42 -3.13  -0.37
C -0.34 -3.12 -4.46  -0.25
C -1.14 -3.96 -5.22  -0.20
C -1.66 -5.12 -4.66  -0.22
C -1.38 -5.43 -3.34  -0.23
C -0.58 -4.58 -2.57  -0.17
C 1.39 -3.21 -0.30  -0.37
C 2.24 -4.31 -0.38  -0.24
C 2.50 -5.11 0.72  -0.22
C 1.90 -4.81 1.94  -0.21
C 1.06 -3.71 2.04  -0.24
C 0.80 -2.92 0.93  -0.18
H -1.31 -1.80 -0.88  0.24
H -0.34 -0.40 -0.43  0.20
H -1.73 -0.82 -3.13  0.22
H -0.69 0.53 -2.78  0.17
H -3.36 -0.10 -1.43  0.22
H -2.98 1.28 -2.46  0.22
H -4.05 3.25 -1.89  0.20
H -6.25 4.33 -1.69  0.21
H -7.41 4.40 0.49  0.21
H -6.35 3.38 2.48  0.21
H -4.16 2.27 2.28  0.21
H -0.72 0.12 2.42  0.23
H -1.30 -1.79 3.88  0.20
H -3.50 -2.90 3.65  0.21
H -5.13 -2.07 1.99  0.21
H -4.57 -0.16 0.55  0.22
H 0.07 -2.22 -4.91  0.21
H -1.35 -3.71 -6.25  0.21
H -2.28 -5.78 -5.25  0.21
H -1.78 -6.33 -2.90  0.21
H -0.38 -4.83 -1.54  0.21
H 2.71 -4.55 -1.33  0.21
H 3.16 -5.96 0.63  0.21
H 2.09 -5.44 2.80  0.21
H 0.59 -3.48 2.99  0.21
H 0.13 -2.07 1.04  0.22
N 3.17 -0.42 0.75  -0.65
N 4.39 -0.60 0.08  -0.41
C 4.54 -0.12 -1.17  0.63
N 5.76 -0.12 -1.72  -0.79
N 3.41 0.28 -1.75  -0.48
N 3.41 0.79 -2.98  0.62
O 4.43 1.22 -3.53  -0.45
O 2.30 0.85 -3.51  -0.45
H 3.21 0.49 1.22  0.40
H 3.05 -1.17 1.42  0.37
H 5.21 -0.87 0.59  0.38
H 6.55 -0.53 -1.26  0.40
H 5.84 0.32 -2.63  0.45
N 0.93 1.84 2.31  -0.87
C 1.83 1.69 3.45  -0.22
C 2.86 2.81 3.62  -0.43
C 4.08 2.69 2.73  -0.21
N 3.70 2.59 1.31  -0.90
H 1.46 2.12 1.48  0.38
H 0.28 2.59 2.48  0.37
H 2.36 0.73 3.35  0.16
H 1.23 1.62 4.35  0.20
H 3.19 2.83 4.66  0.21
H 2.37 3.77 3.41  0.21
H 4.65 1.79 3.00  0.16
H 4.74 3.55 2.92  0.18
H 4.51 2.72 0.72  0.36
H 3.05 3.34 1.07  0.41
F 1.53 3.97 -1.59  -0.45
C 1.03 3.93 -0.24  0.11
F 2.05 4.61 0.48  -0.41
C -0.12 4.92 -0.25  0.87
F -1.00 4.60 -1.23  -0.34
F -0.78 4.87 0.92  -0.34
F 0.20 6.22 -0.44  -0.33

***

(2)
Density functional theory data (ωB97M-V/def2-TZVPD) for a molecular structure, C27H19CrI2N8S in a non-equilibrium geometry.

Results
- E_HOMO (alpha / beta): -0.473 / -0.472 Eh
- Net charge: +2
- Multiplicity: 4
- ⟨S²⟩: 3.788
- Maximum force: 1.0 eV/Å
- Energy above the lowest of the compared OMol25 structures with the same formula, charge and spin: 421.07 kJ/mol
- Kohn-Sham gap (alpha / beta): 0.214 / 0.204 Ha

Each line ends with the natural charge from an NBO analysis.
Atoms and positions in Å:
Cr 0.68 0.04 -0.32  1.36
N 0.60 2.68 3.66  -0.61
C 1.18 1.73 2.80  0.09
N 0.22 1.11 1.80  -0.35
C -1.05 1.74 1.58  0.49
N -1.85 1.26 0.67  -0.31
N -1.29 0.20 -0.02  -0.30
C -2.05 -0.73 -0.42  0.14
C -1.36 -1.90 -1.02  0.13
C -2.02 -2.99 -1.54  -0.18
C -1.27 -4.06 -2.02  -0.10
C 0.10 -4.00 -1.94  -0.21
C 0.70 -2.87 -1.41  0.10
N -0.01 -1.84 -0.96  -0.51
C -1.41 2.91 2.34  -0.26
C -2.60 3.61 2.05  -0.10
C -2.93 4.74 2.75  -0.24
C -2.09 5.16 3.79  -0.10
C -0.92 4.49 4.09  -0.29
C -0.56 3.36 3.36  0.33
H 1.16 3.01 4.43  0.43
H 1.68 0.95 3.38  0.23
H -3.12 -0.70 -0.26  0.25
H -3.11 -2.99 -1.57  0.26
H -1.77 -4.93 -2.44  0.26
H 0.72 -4.82 -2.29  0.26
H 1.78 -2.79 -1.33  0.22
H -3.23 3.25 1.25  0.24
H -3.83 5.28 2.53  0.24
H -2.35 6.04 4.36  0.24
H -0.29 4.83 4.90  0.23
C 4.96 -0.68 0.14  -0.22
C 3.59 -0.60 0.41  0.11
N 2.70 -0.32 -0.53  -0.50
C 3.14 -0.07 -1.79  0.11
C 4.47 -0.14 -2.15  0.01
C 5.40 -0.45 -1.14  -0.09
C 4.83 0.11 -3.52  -0.16
C 3.90 0.42 -4.44  -0.16
C 2.51 0.53 -4.07  -0.08
C 1.48 0.89 -4.97  -0.06
C 0.19 0.98 -4.52  -0.24
C -0.09 0.74 -3.17  0.09
N 0.86 0.41 -2.31  -0.49
C 2.15 0.30 -2.75  0.24
H 5.64 -0.90 0.94  0.26
H 3.21 -0.77 1.41  0.22
H 6.46 -0.51 -1.37  0.25
H 5.88 0.05 -3.81  0.25
H 4.17 0.61 -5.47  0.25
H 1.72 1.09 -6.01  0.25
H -0.62 1.25 -5.18  0.26
H -1.09 0.83 -2.79  0.23
S 3.50 2.79 1.36  0.01
C 2.05 2.13 1.59  0.01
N 1.16 1.54 0.75  -0.48
I -0.25 3.81 -1.65  -0.03
I 0.33 5.42 0.37  0.07

***

> Which of these has the highest maximum force?

C33H41F5N7O2RbSb2

***

> What is the formula in the first record?

C33H41F5N7O2RbSb2

***

> Which value of maximum force does entry 1 give?

2.0 eV/Å